# 1
# C52H55F6N4

A cluster of 2 separate species, C52H55F6N4 in total in a non-equilibrium geometry (ωB97M-V with the def2-TZVPD basis set, OMol25).

The geometry in XYZ format:
```
117
Properties=species:S:1:pos:R:3:lowdin_charge:R:1
F -4.7259 0.0440 -0.6297 0.108
C 3.7943 0.3710 4.2985 -0.396
H 3.5591 -1.0456 5.9222 0.085
C 1.0108 4.6764 4.3172 -0.388
C -8.6842 2.1803 3.4766 -0.152
H -0.7784 2.4947 4.2153 0.041
C 3.7194 1.9769 6.2213 -0.030
C 0.2086 5.6169 5.2187 -0.077
H 5.7086 0.3465 5.3356 0.071
C 2.1855 3.8239 6.3857 -0.027
H 2.1756 -2.6269 -1.6059 0.082
H 5.7031 1.2606 3.8118 0.085
C 1.9932 5.4594 3.4426 -0.042
C -1.0615 1.7392 -2.1710 -0.103
C -6.4457 3.6312 -1.2864 -0.035
C -2.1492 0.8955 -1.9708 0.051
C -5.2214 4.0066 -1.8554 -0.012
H -9.3322 5.7984 2.3702 0.111
C 3.2572 4.8538 -0.6929 -0.051
H 5.9490 3.8820 -0.6983 0.074
C 2.1751 2.4005 4.4180 -0.071
C -6.4705 3.0165 -0.0421 -0.004
H 3.5925 3.2769 7.9306 0.110
C 0.6355 1.6837 1.1908 -0.124
H -5.5940 -0.5571 2.2472 0.076
N 1.9993 1.6686 0.9813 0.034
H 4.9178 2.8981 -2.3254 0.118
C -3.5024 -0.5755 -0.4900 -0.499
N 2.6715 1.9397 2.1286 0.159
H -7.0124 -1.4447 2.8543 0.098
C 3.2104 1.6204 4.9756 -0.115
C -0.8927 2.4394 -3.4929 -0.497
C 3.9086 3.6806 0.0330 -0.387
F 0.4270 2.6880 -3.7800 0.120
H 1.1879 -0.6547 0.5047 0.116
C -7.6272 2.8955 2.8714 -0.122
H -1.6507 0.2528 1.3392 0.128
H -10.0354 0.2568 4.4846 0.083
C -0.7839 2.2455 3.1631 0.004
H -8.6052 -0.5776 5.1385 0.113
C 3.9017 1.0239 -2.7053 -0.041
H 2.6138 -2.3194 1.5222 0.086
H -4.3706 1.9416 2.4675 0.140
C 3.0832 0.0274 -2.1742 -0.015
C -2.3463 0.3670 -0.6999 -0.112
H 5.5995 4.8176 0.7847 0.087
C -0.3177 1.4433 0.1244 -0.108
C -6.5328 1.9498 2.6629 -0.100
H -11.1565 4.4818 3.4243 0.113
C 3.1968 3.0495 6.9418 -0.050
H 4.3128 0.9157 -3.7091 0.114
H -3.0719 4.0707 -1.5873 0.105
F -3.4968 -1.1313 0.7609 0.108
C 5.3202 0.3651 4.3118 -0.061
C 0.4275 2.0028 2.5222 -0.241
C 3.2117 -0.9064 4.8900 -0.056
H -1.6853 2.1033 2.5856 0.001
H 0.8402 -2.8270 -0.4410 0.086
H 3.7767 5.0582 -1.6391 0.086
C 2.0019 -1.0365 -0.1281 -0.367
N 1.7201 2.0845 3.0874 0.035
H 0.6831 2.6811 -1.3524 0.128
C -5.3160 2.2282 2.0108 0.133
C -4.0667 3.3013 0.1468 0.006
H -7.4135 2.6295 0.3461 0.128
H 0.8691 6.2436 5.8291 0.077
C -6.3279 -0.6100 3.0607 0.021
C 1.3932 -2.0965 -1.0457 -0.069
C -1.4756 0.6528 0.3435 0.048
H 3.2734 5.7563 -0.0700 0.082
C -5.2851 2.8572 0.7334 -0.202
C 2.7268 1.4011 -0.2263 -0.105
H 1.7670 4.6589 6.9520 0.109
C -9.0737 -0.1880 4.2251 0.020
F -3.4876 -1.6064 -1.3885 0.134
H -10.7238 2.0874 4.1381 0.108
H 0.6919 -1.6360 -1.7534 0.082
C -7.8571 4.2163 2.4911 -0.021
C -10.1730 4.0305 3.2818 -0.057
H -5.7818 -0.8380 3.9870 0.114
C 5.4078 3.8773 0.2550 -0.051
H 2.1175 -0.8564 4.9004 0.083
H -0.4512 5.0473 5.8832 0.085
H 1.4634 6.1471 2.7734 0.084
C -4.0334 3.8110 -1.1397 -0.046
C 3.6155 2.3707 -0.7057 -0.121
H 2.6076 4.7878 2.8308 0.061
C -0.1512 2.0079 -1.1637 0.075
H 3.4969 0.4210 3.2498 0.079
H 3.5099 -1.7750 4.2911 0.076
H 5.7035 -0.5105 3.7765 0.083
H -5.1874 4.4480 -2.8530 0.124
C 3.0725 -1.6388 0.7922 -0.039
C -9.9502 2.7070 3.6870 0.001
C -9.1322 4.7725 2.6886 -0.057
H -9.2282 -1.0142 3.5170 0.108
H 2.8647 -0.8729 -2.7545 0.115
H 0.2885 4.1724 3.6706 0.081
H 2.6776 6.0416 4.0741 0.091
F -1.5304 3.6632 -3.4819 0.105
F -1.4057 1.7338 -4.5414 0.130
H -2.8349 0.6827 -2.7825 0.144
C 2.5680 0.1651 -0.8841 -0.128
H -3.1570 3.2272 0.7484 0.119
C 1.7487 3.5779 5.0787 -0.122
H 2.2104 4.6239 -0.9317 0.073
H 3.4570 3.5948 1.0257 0.087
H 3.8100 -2.2001 0.1988 0.092
H -7.3833 3.7952 -1.8207 0.120
H -7.0419 4.7863 2.0432 0.122
H 4.5372 1.3909 6.6405 0.112
H -0.4150 6.2742 4.6007 0.082
N -8.2621 0.8570 3.6261 -0.024
C -7.0023 0.6958 3.1477 -0.159
H 5.7988 3.0555 0.8651 0.085
H 3.6143 -0.8537 1.3384 0.069
C 4.2189 2.1487 -1.9453 -0.019
```

- Spin multiplicity: 1
- Total charge: +1
- E_HOMO: -8.378 eV
- Electronic energy: -77075.3999 eV
- Lowest unoccupied orbital energy: -5.0 eV

---

# 2
# C52H55FIrN7O8S

A structure of composition C52H55FIrN7O8S in a non-equilibrium geometry (ωB97M-V with the def2-TZVPD basis set, OMol25).

The geometry in XYZ format:
```
125
Properties=species:S:1:pos:R:3:lowdin_charge:R:1
N -5.1976 -2.1685 -0.4271 -0.023
O -0.5392 -1.1437 -2.0130 -0.105
H 0.4804 -0.0419 2.2771 0.075
C 2.6468 4.9664 1.5530 -0.082
H 3.3813 -4.6062 -3.0927 0.107
C -4.9934 0.4221 -3.6565 -0.171
N -1.0746 4.4825 -0.1142 0.091
N -1.4090 3.7785 -2.3261 0.123
C 3.2534 -1.3010 4.6120 -0.080
H 2.8920 -2.1415 5.1865 0.104
C -6.1034 -0.4343 -3.5691 -0.129
H -1.2536 9.4552 -3.4797 0.113
H -8.5688 -0.7912 -2.9953 0.128
H 3.6629 -1.2133 -5.0179 0.095
C 0.4336 -1.7139 -2.5722 -0.393
C -0.1823 -4.1128 -2.0412 -0.193
H 0.9763 2.5651 4.0380 0.126
H 0.9481 9.4517 -2.3749 0.116
C -1.6114 -6.2507 -1.0216 -0.069
C -2.0485 6.3600 1.1361 -0.213
H -6.1152 -4.2735 -1.9168 0.072
C 2.3370 -4.6667 -3.3962 0.015
H 5.2685 -1.4927 5.3172 0.103
H 2.2942 -5.0601 -4.4133 0.108
N 0.6310 -3.0785 -2.5612 0.080
H -5.2820 -4.8890 -0.4900 0.080
C -0.7786 3.6742 -1.1217 -0.716
C -1.3344 -6.1914 -2.3775 -0.069
C -8.2553 -0.0353 -6.6352 -0.083
C 1.4493 3.2440 3.3441 -0.015
C 2.7465 0.6601 0.5573 -0.621
C 2.8282 0.4863 3.0501 -0.154
O -2.0909 -2.8191 2.0056 0.067
C -2.2138 5.3798 -0.0216 -0.156
H -6.9403 -2.0241 -2.4241 0.107
H 1.9700 7.3219 -1.6783 0.113
H -1.1717 7.9490 -0.0374 0.070
H 1.0429 4.9737 4.5242 0.106
H 1.5932 -0.1308 -3.5869 0.123
H -0.8931 8.0940 1.6951 0.083
N 1.7345 -3.3657 -3.3213 -0.046
H 3.0892 3.2449 0.3840 0.094
C 4.1664 0.8834 3.1862 -0.018
C -4.0798 -0.3930 -1.5820 -0.039
C 1.4689 -1.1721 -3.3723 0.078
H -2.9984 6.8802 1.2758 0.118
C -6.1825 -4.3877 -0.8377 -0.047
Ir -0.2288 0.3073 -0.2967 1.307
H -0.5387 4.3532 0.7366 0.147
H -1.5123 2.9019 -2.8230 0.139
C -5.1523 -1.3071 -1.4941 -0.112
H -2.3139 5.9460 -0.9496 0.108
H 1.8264 -5.3572 -2.7300 0.097
H -6.9652 1.3402 -5.6019 0.141
C 0.4192 8.5232 -2.5257 -0.055
H -4.1294 -3.0789 1.0965 0.155
C -1.8978 -1.8573 1.2813 -0.600
C -9.3664 -1.3678 -4.9205 -0.073
H 4.5120 1.7333 2.6215 0.117
C -7.0294 0.2563 -5.7595 -0.130
H -8.9012 0.5742 -4.0519 0.141
C -1.5132 7.3430 -3.3160 -0.007
C -3.0451 -1.4408 0.3534 -0.001
C -6.1362 -1.3093 -2.4860 0.062
C 1.4801 4.5998 3.6094 -0.075
C 0.3108 6.1344 -2.3089 -0.027
C 2.0534 2.7284 2.1949 -0.173
H -7.9799 0.0100 -7.6889 0.147
O -2.5146 4.7485 -4.0257 0.127
H 6.0799 0.4624 4.0283 0.109
H -9.0528 0.6863 -6.4574 0.142
C 0.9886 7.3253 -2.1250 -0.059
H -7.2468 -2.5248 -0.4233 0.121
C -0.4781 -4.1579 -0.6868 0.016
N -8.7693 -1.3802 -6.2850 0.058
H -9.3874 -2.3902 -4.5412 0.141
O -0.7969 -1.2257 1.2173 -0.115
O 1.9808 -0.0898 -0.0129 -0.081
C -3.0621 -0.3172 -0.5400 -0.286
C 3.4312 -2.2234 -4.6943 0.008
C -1.7142 4.8935 -3.1373 -0.402
H 3.1173 5.6376 0.8509 0.102
H -10.3874 -0.9914 -4.9845 0.144
H -0.1358 -3.3675 -0.0382 0.115
C 2.6321 3.6048 1.2899 -0.070
H 0.0179 6.9119 0.7562 0.057
H 1.3488 -0.9463 3.7489 0.109
N -7.1473 -0.4860 -4.5110 -0.096
C 2.3797 -0.6183 3.7854 -0.018
H 2.1472 6.5205 2.9397 0.104
C -1.1961 -5.2293 -0.1808 -0.050
H -0.4017 -5.0804 -3.9488 0.120
S 0.4852 2.5399 -0.9636 0.761
C 2.2500 -2.2164 -3.8031 -0.237
H 0.7889 5.2071 -2.0359 0.095
H -7.0400 -5.0095 -0.6017 0.085
H -3.2092 1.1588 -2.7754 0.130
H 4.3038 -2.6399 -4.1918 0.096
C 2.0936 5.4659 2.7190 -0.097
C -0.9628 6.1361 -2.8778 -0.170
H -1.4121 -5.2686 0.8759 0.112
C 5.0403 0.1729 3.9817 -0.060
H -6.1158 -0.0696 -6.2619 0.140
C 1.9744 1.2234 2.0899 -0.342
H -6.3470 -3.1859 0.9371 0.135
H -9.4537 -1.7024 -6.9757 0.196
C 4.5888 -0.9302 4.6943 -0.081
C -4.1172 -2.2775 0.3707 0.052
F -4.8338 1.2554 -4.7105 0.068
H -2.1345 -7.1045 -0.6212 0.109
O -2.3300 0.7049 -0.4816 -0.128
H -1.6584 -6.9821 -3.0366 0.110
C -6.3242 -3.0368 -0.1438 -0.178
O 3.8416 1.0987 0.4213 0.108
O 0.6429 0.8843 2.0119 -0.049
H 3.2233 -2.8457 -5.5631 0.096
C -0.6242 -5.1239 -2.8937 -0.033
C -0.9535 7.3888 0.8700 -0.083
C -0.8244 8.5276 -3.1369 -0.053
H -2.4825 7.3326 -3.7888 0.124
H -7.9673 -2.0218 -6.2888 0.193
H -1.8355 5.8118 2.0567 0.113
H -3.1227 4.7820 0.1167 0.138
C -8.5132 -0.4521 -4.0265 -0.124
C -4.0243 0.4585 -2.6859 0.101
```

- Spin multiplicity: 1
- Total charge: +2
- E_HOMO (spin up / spin down): -10.536 / -10.529 eV
- Electronic energy: -98005.2117 eV
- Lowest unoccupied orbital energy (spin up / spin down): -5.4 / -5.4 eV